1.
Here is a structure of composition C7H15AgCl6O in a non-equilibrium geometry from the OMol25 dataset. Energies are from ωB97M-V with the def2-TZVPD basis set.

Output
2S+1	3
lowest unoccupied orbital energy (alpha / beta)	-0.3210 / -0.4793	Ha
net charge	+2

The geometry in XYZ format:
```
30
Properties=species:S:1:pos:R:3:forces:R:3
Ag -1.8880 -0.2606 -3.6492 -0.1 0.2 0.0
C -2.0733 0.4872 -0.0337 0.0 -1.1 -0.9
O -1.9645 0.2014 -1.4249 0.2 0.8 1.7
H -1.4231 -0.1657 0.5486 -0.3 -0.5 -0.1
H -1.7191 1.4473 0.3417 0.2 1.0 -0.8
H -3.1284 0.4901 0.2401 -0.1 -0.2 0.1
Cl 3.3822 0.2859 -0.3158 -0.7 0.1 0.3
C 2.8437 -0.8050 1.0122 1.5 0.5 0.8
C 1.3545 -0.7272 1.2826 0.6 -0.7 -1.0
Cl 0.8262 -1.9741 2.5124 0.3 0.9 -0.6
H 3.3350 -0.4918 1.9333 0.3 0.1 -0.2
H 3.3624 -1.7154 0.7119 -0.9 -0.5 0.3
H 0.9052 -0.9447 0.3136 -0.7 0.0 0.2
H 1.1247 0.2955 1.5817 -0.3 -0.3 0.3
Cl -1.6472 -4.6965 -0.6928 1.0 0.9 0.0
C -0.4830 -3.3448 -0.3763 1.1 -1.1 0.4
C 1.0038 -3.8514 -0.3218 -1.3 -0.4 0.6
Cl 1.2097 -5.3609 0.6157 -0.5 0.3 -0.4
H -0.7384 -2.9412 0.6035 0.0 0.0 0.0
H -0.4963 -2.5430 -1.1146 -0.3 -0.3 -0.2
H 1.7176 -3.2413 0.2318 0.0 0.5 -0.2
H 1.4245 -4.0456 -1.3085 0.1 -0.2 -0.2
Cl -0.9835 4.1014 1.7367 0.4 -0.6 0.8
C -1.4445 4.4143 0.0808 -0.2 0.4 -0.5
C -0.4399 3.9177 -0.9640 -0.4 1.4 0.9
Cl 0.9977 5.0086 -0.8419 -0.2 -0.8 -0.3
H -1.5297 5.5004 0.0453 -0.1 -0.1 -0.4
H -2.4339 3.9762 -0.0510 0.0 0.0 -0.2
H -0.9067 4.1077 -1.9305 0.3 -0.3 -0.1
H -0.1878 2.8758 -0.7667 0.3 0.1 -0.3
```
Forces are in eV/Å.



2.
Here is a structure of composition C7H15AlF3MgN2NaO7PS3 in a non-equilibrium geometry from the OMol25 dataset. Energies are from ωB97M-V with the def2-TZVPD basis set.

Output
lowest unoccupied orbital energy	-0.2946	Ha
net charge	+1

The geometry in XYZ format:
```
41
Properties=species:S:1:pos:R:3:forces:R:3
O 3.0803 -0.0735 -0.6255 0.0 0.5 1.3
P 1.7156 0.3782 -0.0090 0.0 0.7 -1.1
O 1.4164 1.8430 -0.4525 0.6 -0.6 0.9
Al -0.1393 -1.1931 -0.2684 -1.9 -2.1 0.4
C -1.7065 -0.2559 0.5157 -0.5 -0.1 -0.1
C -3.0271 -1.1676 0.6091 1.3 0.7 -0.4
S -4.1122 -0.9411 -0.8902 -0.2 0.5 -0.1
C -5.7006 -0.2515 -0.4701 -0.5 -0.9 0.6
N -6.7844 -0.9533 -0.4435 0.3 -0.3 -0.1
N -7.8277 -0.1113 -0.1500 -0.2 0.2 0.0
C -7.3241 1.0647 0.0010 -0.5 -1.0 -0.1
O -5.9955 1.0602 -0.1808 1.5 0.7 0.0
H 3.5455 -0.6696 0.0124 0.3 -0.7 -0.8
H 1.8224 2.5158 0.1403 -0.3 0.5 -0.3
H 0.2448 -2.4230 0.6617 0.4 0.3 0.1
H -0.2510 -1.7488 -1.7663 0.6 0.7 -0.2
H -1.8806 0.6886 -0.0244 -0.1 -0.1 0.3
H -1.4033 -0.0635 1.5501 0.0 0.4 0.0
H -2.6913 -2.1996 0.6020 -0.6 -0.2 0.2
H -3.5182 -0.9522 1.5697 -0.1 -1.2 -0.3
H -7.8755 1.9587 0.2335 0.3 0.2 0.0
Na -3.7868 0.8871 1.2782 -0.1 2.1 0.5
C 4.0362 -2.4784 -2.8902 0.0 0.2 -0.1
S 4.6077 -3.6760 -1.6890 0.1 -0.2 -0.1
O 4.2542 -3.0979 -0.3601 -0.1 0.5 0.1
C 6.3738 -3.3863 -1.9246 0.0 -0.1 0.1
H 2.9474 -2.4705 -2.8526 0.0 0.0 0.0
H 4.4274 -1.5013 -2.6055 0.0 0.0 -0.1
H 4.3557 -2.7404 -3.9013 0.0 0.0 0.0
H 6.6074 -2.3364 -1.7363 -0.1 0.0 0.0
H 6.6791 -3.6663 -2.9534 -0.4 -0.2 0.8
H 6.9118 -4.0139 -1.2157 0.0 0.0 0.0
Mg 7.2403 -2.5839 -4.7788 0.3 0.4 -0.8
C -0.9071 5.1131 2.8098 -0.1 0.2 0.1
F -0.5608 5.1564 1.5067 0.0 0.0 0.0
F -0.1873 6.0303 3.4531 0.0 -0.1 0.0
F -2.1987 5.4650 2.8928 0.1 -0.1 0.0
S -0.6315 3.4371 3.5089 0.1 -0.1 0.6
O 0.7830 3.2064 3.3029 0.3 -0.1 -0.4
O -1.4796 2.6018 2.6654 -0.6 -0.5 -0.7
O -1.0597 3.5491 4.8748 0.0 0.0 -0.2
```
Forces are in eV/Å.



3.
Here is a structure of composition C7H15AsCl12F6NiO5PY in a non-equilibrium geometry from the OMol25 dataset. Energies are from ωB97M-V with the def2-TZVPD basis set.

Output
2S+1	3
energy relative to the best compared isomer or geometry (same formula, charge and spin)	3.2247	eV
lowest unoccupied orbital energy (alpha / beta)	-0.0830 / -0.0840	Ha
net charge	0

The geometry in XYZ format:
```
49
Properties=species:S:1:pos:R:3:forces:R:3
Y 3.4630 0.8034 -1.1322 0.5 -1.2 5.6
Ni 1.1847 0.3433 -3.9875 -0.5 -0.5 0.7
C 3.9793 0.2288 2.4870 -0.2 0.8 -0.6
O 4.0438 0.4523 1.1043 -0.2 0.2 -2.2
H 4.2251 1.1232 3.0595 0.5 0.4 0.0
H 2.9512 0.0804 2.8172 -0.3 -0.7 0.0
H 4.6430 -0.5599 2.8413 -0.1 -0.3 -0.1
P 3.2389 1.5032 -3.6498 0.9 -4.7 -0.8
O 2.7330 0.9713 -4.9825 1.2 4.3 -3.3
O 2.8349 0.1389 -3.0433 2.1 -13.9 0.6
O 2.0802 1.6646 -2.6439 -4.8 11.9 2.0
O 4.5760 1.3803 -2.8927 1.8 4.2 -1.7
As -0.1791 -0.5768 -0.6678 -1.1 -0.9 0.1
F 0.4323 -2.2525 -0.9125 -0.7 2.1 0.5
F 1.5360 -0.0987 -0.3846 -0.8 -0.4 0.1
F -0.6432 1.1445 -0.5586 0.8 -1.9 0.2
F -1.8101 -0.9993 -1.0519 1.0 0.1 0.0
F -0.4732 -0.8182 1.0494 0.7 0.3 -1.4
F 0.1809 -0.3422 -2.4435 -0.9 -0.3 0.8
C -0.9838 4.0565 -1.9290 0.0 -0.7 -0.7
Cl -1.5085 2.5519 -2.8314 0.3 1.0 0.0
Cl -0.7285 5.4291 -3.0749 -0.2 -0.8 0.8
H -1.7616 4.2506 -1.1905 0.1 0.3 -0.4
H -0.0502 3.7937 -1.4315 -0.1 0.2 -0.3
C 0.6719 2.7997 1.7564 -0.4 0.6 0.9
Cl 1.7269 2.7857 0.3774 0.8 0.4 -1.0
Cl -0.5207 4.1260 1.5163 0.1 -0.7 0.3
H 0.2187 1.8180 1.8942 -0.2 0.4 -0.3
H 1.2709 3.0818 2.6222 -0.1 -0.2 -0.1
C -4.1654 1.0346 -1.1344 -0.5 0.2 -0.9
Cl -4.8537 2.5614 -1.8053 0.2 -0.3 0.3
Cl -5.4738 0.0938 -0.3674 0.7 0.2 0.1
H -3.8249 0.4603 -1.9959 0.0 0.1 0.3
H -3.3209 1.2891 -0.4939 -0.5 -0.2 0.2
C 0.4860 -1.1547 4.4812 0.9 0.2 0.5
Cl -0.7242 -1.9502 5.5333 0.6 0.2 -0.8
Cl 0.0643 0.5430 4.1301 -0.2 -0.4 0.1
H 1.4436 -1.1024 4.9992 -0.3 0.0 0.4
H 0.7458 -1.6722 3.5577 -0.9 -0.1 -0.1
C -2.7537 -2.7188 2.4994 0.3 -0.2 0.0
Cl -3.7172 -3.5359 3.7804 0.5 0.1 -0.6
Cl -2.5346 -3.7037 0.9809 -0.5 0.8 1.0
H -3.2390 -1.7529 2.3589 0.0 -0.4 -0.6
H -1.7359 -2.5353 2.8438 -0.3 -0.2 0.2
C -0.5905 -4.9270 -2.3741 0.1 -0.7 -0.8
Cl -1.8221 -5.8391 -1.5209 -0.3 0.1 0.5
Cl -1.3556 -3.8217 -3.5799 0.6 -0.2 0.6
H 0.1041 -4.4369 -1.6919 -0.5 0.4 -0.1
H -0.0640 -5.7109 -2.9185 0.1 0.5 -0.2
```
Forces are in eV/Å.



4.
Here is a structure of composition C7H15BrNO4P in a non-equilibrium geometry from the OMol25 dataset. Energies are from ωB97M-V with the def2-TZVPD basis set.

Output
energy relative to the best compared isomer or geometry (same formula, charge and spin)	3.1365	eV
lowest unoccupied orbital energy	0.0220	Ha
net charge	0

The geometry in XYZ format:
```
29
Properties=species:S:1:pos:R:3:forces:R:3
C -0.7139 -2.9298 1.7096 0.1 2.4 -2.0
C 2.7882 0.8454 -0.2944 -1.9 0.5 -2.4
C -1.3362 3.2526 -0.9756 -3.5 -0.9 -0.5
C -1.7429 -2.3449 0.6849 0.5 -4.2 0.5
C 1.9723 -0.3792 0.1735 -0.2 2.3 2.1
C -0.2065 2.8845 -1.7387 0.6 0.5 -1.2
C -0.9716 -0.0086 -2.2393 2.4 1.1 0.5
N 0.7028 2.5720 -2.3667 -0.8 0.5 1.2
O 1.6517 2.1069 -2.9209 1.3 -0.3 -1.3
O -0.7610 0.4712 0.6111 -0.9 1.2 1.1
O -1.1080 -1.8448 -0.4305 0.4 -0.4 -1.6
O 1.0553 -0.6494 -0.8235 -2.3 -0.6 -1.0
P -0.5332 -0.3991 -0.5165 3.0 -0.9 -2.7
Br -2.7955 0.1442 -2.3204 -2.5 0.3 -0.4
H 0.0992 -3.4611 1.2465 -0.2 -0.9 -0.4
H -0.1823 -2.0824 2.1148 0.1 0.6 0.4
H -1.1796 -3.3992 2.5070 -0.8 -1.3 1.4
H 2.9183 0.9715 -1.4408 -0.1 -0.9 2.0
H 2.2721 1.7908 -0.0526 -0.3 -0.5 0.1
H 3.6846 0.9634 0.1819 2.6 -0.1 1.2
H -2.3860 2.8832 -1.3556 2.2 0.5 -0.1
H -1.2704 2.6718 -0.0982 0.1 -0.2 1.7
H -1.4775 4.2936 -0.8172 0.3 0.9 0.3
H -2.2812 -1.5750 1.0446 -1.9 2.5 2.1
H -2.5152 -3.1078 0.3661 1.1 0.6 0.1
H 1.3440 -0.0201 1.0626 1.3 -0.6 -0.7
H 2.4930 -1.2778 0.5108 0.3 0.1 -0.5
H -0.4323 0.9042 -2.6501 -1.0 -1.7 0.6
H -0.6671 -0.8823 -2.7776 0.2 -0.4 -0.4
```
Forces are in eV/Å.



5.
Here is an isolated molecule of C7H15ClFN3 in a non-equilibrium geometry from the OMol25 dataset. Energies are from ωB97M-V with the def2-TZVPD basis set.

Output
lowest unoccupied orbital energy	0.0311	Ha
net charge	0

The geometry in XYZ format:
```
27
Properties=species:S:1:pos:R:3:forces:R:3
C 3.9621 3.6153 0.9595 0.1 0.0 0.0
C 2.6430 3.1126 0.3809 0.0 0.0 -0.1
C 1.5499 2.9769 1.4384 0.1 0.0 0.1
C 0.2527 2.4379 0.8735 0.3 1.8 1.9
C -1.7527 -3.6825 -0.6553 0.1 0.1 -0.4
C -0.7940 -1.6427 -1.0834 0.1 0.5 0.0
C -1.0650 -0.4679 -1.6497 -0.7 0.6 -1.6
H 3.8419 4.6005 1.4242 0.0 -0.1 -0.1
H 4.7310 3.7030 0.1849 -0.1 0.0 0.1
H 4.3397 2.9313 1.7289 -0.1 0.1 -0.1
H 2.7882 2.1362 -0.0964 0.0 0.1 0.0
H 2.2985 3.7965 -0.4079 0.0 -0.1 0.1
H 1.8897 2.3098 2.2411 0.0 0.1 -0.1
H 1.3466 3.9517 1.9026 0.0 -0.1 -0.1
H -0.5136 2.3389 1.6497 0.1 0.0 -0.2
H -0.1329 3.0894 0.0795 0.1 -0.3 0.0
H -1.6615 -4.7931 2.2269 -0.1 0.0 -0.1
H -3.1810 -4.2280 1.8994 0.1 -0.1 0.0
H -1.6783 -2.5919 1.0820 0.0 -0.1 -0.1
H -2.1208 -4.6597 -0.9658 0.0 0.1 0.0
H -0.0535 -1.6938 -0.2796 0.0 0.0 -0.1
H -1.7679 -0.3510 -2.4661 -0.2 -0.5 0.0
N -2.3065 -4.5384 1.4862 -0.1 0.0 0.3
N -1.7431 -3.5288 0.7045 0.2 0.3 -0.1
N -1.3749 -2.8331 -1.5330 -0.2 -0.4 0.3
F 0.4688 1.1797 0.3236 8.1 2.7 14.3
Cl -0.3029 1.0028 -1.1355 -7.6 -4.5 -14.4
```
Forces are in eV/Å.



6.
Here is the ion C7H15ClN with charge +1 in a non-equilibrium geometry from the OMol25 dataset. Energies are from ωB97M-V with the def2-TZVPD basis set.

Output
SMILES	CC[C@@]1(Cl)CC[NH2+][C@@H]1C
energy relative to the best compared isomer or geometry (same formula, charge and spin)	1.2612	eV
lowest unoccupied orbital energy	-0.1093	Ha
net charge	+1

The geometry in XYZ format:
```
24
Properties=species:S:1:pos:R:3:forces:R:3
C 2.8339 0.0901 -0.3011 0.2 1.4 -1.3
C 1.6710 -0.2182 0.6300 -0.5 3.2 -0.1
C 0.3378 0.1325 -0.1053 -0.3 -0.4 0.3
Cl 0.4382 1.7810 -0.9122 0.8 -0.1 0.0
C 0.0085 -0.9577 -1.1669 0.7 0.0 0.0
C -1.4119 -0.5734 -1.5744 -0.5 1.1 -3.3
N -1.9124 0.4739 -0.5802 1.0 -3.6 -0.7
C -1.0982 0.1773 0.6203 1.0 0.8 1.4
C -1.3435 1.2610 1.7260 0.4 -3.8 -1.5
H 2.6529 -0.2702 -1.3277 -0.1 -0.1 0.4
H 3.7374 -0.4279 -0.0025 0.2 0.3 0.3
H 2.9806 1.2187 -0.4656 0.1 -1.8 0.7
H 1.8236 0.3297 1.5996 -0.4 -0.4 -0.9
H 1.6614 -1.2317 0.8259 -0.2 -2.2 0.6
H 0.0169 -1.9073 -0.5582 0.0 0.7 -1.0
H 0.7385 -1.0396 -2.0562 -1.3 0.2 1.6
H -1.4573 -0.0125 -2.6336 0.2 -1.5 2.3
H -2.1361 -1.3675 -1.5763 -0.1 -0.5 -0.1
H -1.4630 1.2393 -1.0080 -0.1 2.4 -0.2
H -2.9067 0.4716 -0.6355 -1.0 0.3 0.8
H -1.2517 -0.8644 1.0170 -0.4 1.0 -0.5
H -1.0961 2.1927 1.3867 0.7 2.4 -0.8
H -0.6784 0.8938 2.4639 0.3 0.3 1.4
H -2.3690 1.2050 1.9923 -0.8 0.0 0.7
```
Forces are in eV/Å.